[1]
DFT (ωB97M-V with the def2-TZVPD basis set) results for C30H29BiF5N5O2Se3 as an isolated structure.

## Properties
energy above the lowest of the compared OMol25 structures with the same formula, charge and spin = 20.0 kcal per mole
E = -258589.137 eV
highest occupied orbital energy = -6.408 eV

Geometry as ORCA input:
```
! wB97M-V def2-TZVPD RIJCOSX def2/J DEFGRID3
* xyz 0 1
Bi -0.430 0.725 -0.302
C 0.427 -1.675 -3.093
N 0.206 -2.307 -1.793
C 1.346 -3.172 -1.417
C 1.800 -3.154 0.024
C 1.889 -4.310 0.784
C 2.484 -4.241 2.037
C 2.986 -3.031 2.475
C 2.812 -1.918 1.666
N 2.239 -1.988 0.472
C -1.063 -3.065 -1.840
C -1.721 -3.396 -0.523
C -1.680 -4.672 0.015
C -2.402 -4.933 1.171
C -3.143 -3.918 1.741
C -3.100 -2.664 1.150
N -2.414 -2.407 0.043
C -0.567 -0.613 -3.527
C -0.786 -0.525 -4.901
C -1.665 0.406 -5.417
C -2.358 1.212 -4.536
C -2.097 1.088 -3.188
N -1.198 0.238 -2.683
H 0.419 -2.461 -3.864
H 1.408 -1.191 -3.100
H 2.215 -2.834 -1.987
H 1.140 -4.210 -1.706
H 1.531 -5.251 0.390
H 2.568 -5.126 2.654
H 3.472 -2.944 3.437
H 3.162 -0.933 1.952
H -0.905 -4.003 -2.393
H -1.784 -2.457 -2.387
H -1.101 -5.450 -0.463
H -2.392 -5.919 1.617
H -3.720 -4.082 2.639
H -3.643 -1.828 1.569
H -0.250 -1.199 -5.554
H -1.817 0.482 -6.485
H -3.061 1.953 -4.888
H -2.604 1.723 -2.471
O 1.202 3.534 0.448
C 1.233 4.601 -0.470
C 0.966 4.136 -1.924
C 1.340 5.341 -2.820
O 1.003 5.166 -4.181
C 1.859 2.970 -2.355
Se 1.911 1.268 -1.299
C -0.518 3.819 -2.173
Se -1.565 3.060 -0.668
H 1.183 3.871 1.350
H 2.217 5.088 -0.433
H 0.462 5.342 -0.218
H 2.410 5.560 -2.705
H 0.782 6.222 -2.493
H 1.551 4.466 -4.549
H 2.902 3.293 -2.331
H 1.597 2.669 -3.371
H -0.626 3.124 -3.006
H -1.049 4.736 -2.429
F 1.166 0.965 8.543
C 0.797 0.812 7.267
C 1.364 1.595 6.275
F 2.308 2.491 6.590
C 0.949 1.452 4.965
F 1.513 2.225 4.021
C -0.035 0.539 4.588
Se -0.701 0.422 2.825
C -0.559 -0.258 5.607
F -1.477 -1.187 5.306
C -0.166 -0.125 6.925
F -0.710 -0.894 7.877
N -3.250 2.637 2.500
C -2.724 1.911 1.750
H -3.540 3.197 3.270
*
```

Atomic partial charges in e from the Mulliken method, atoms 1 to 4: atom 1 (Bi): 1.542, atom 2 (C): -1.339, atom 3 (N): 0.667, atom 4 (C): -1.178

---

[2]
DFT (ωB97M-V with the def2-TZVPD basis set) results for CaCl4 as an isolated structure at a distorted geometry.

## Properties
E = -68534.894 eV
highest occupied orbital energy (alpha / beta) = -6.377 / -6.338 eV

Geometry as ORCA input:
```
! wB97M-V def2-TZVPD RIJCOSX def2/J DEFGRID3
* xyz -1 2
Ca 0.380 -0.388 0.162
Cl -1.474 -2.438 0.316
Cl 0.527 1.203 2.453
Cl -1.405 1.406 -0.799
Cl 1.972 0.217 -2.132
*
```

Atomic partial charges in e from the Mulliken method, atoms 1 to 4: atom 1 (Ca): 1.283, atom 2 (Cl): -0.780, atom 3 (Cl): -0.689, atom 4 (Cl): -0.119

---

[3]
DFT (ωB97M-V with the def2-TZVPD basis set) results for a 12-piece molecular cluster, C4H32NO12S overall at a distorted geometry.

## Properties
energy above the lowest of the compared OMol25 structures with the same formula, charge and spin = 0.0 kcal per mole
E = -41567.480 eV
highest occupied orbital energy = -4.956 eV

Geometry as ORCA input:
```
! wB97M-V def2-TZVPD RIJCOSX def2/J DEFGRID3
* xyz -1 1
C -1.827 0.891 0.180
N -0.897 -0.055 -0.425
C 0.289 -0.450 0.403
C 0.661 -1.828 -0.130
S 2.128 -2.566 0.698
C 1.431 0.573 0.283
O 2.398 0.466 1.337
H -2.447 0.386 0.945
H -1.363 1.750 0.667
H -2.518 1.254 -0.593
H -0.545 0.288 -1.314
H 0.020 -0.499 1.464
H 0.817 -1.766 -1.204
H -0.181 -2.511 0.040
H 2.785 -0.434 1.310
H 1.972 0.484 -0.661
H 1.042 1.578 0.357
H -1.958 -1.056 -3.285
H -0.731 -0.332 -3.941
O -1.705 -0.463 -4.042
H 1.666 -0.214 -3.315
H 0.872 1.193 -3.353
O 0.842 0.244 -3.610
H 2.933 -2.124 -2.711
H 3.041 -1.097 -1.618
O 2.976 -1.164 -2.588
H 1.104 3.085 2.571
H -0.278 2.570 2.940
O 0.169 3.293 2.423
H 1.020 -3.194 3.968
H 1.302 -2.507 2.550
O 0.843 -2.378 3.462
H -0.767 -1.750 3.393
H -1.752 -1.340 2.276
O -1.654 -1.348 3.237
H -0.731 2.651 -3.091
H 0.117 3.164 -1.889
O 0.193 2.773 -2.768
H -1.791 -1.558 -1.196
H -3.286 -1.863 -1.610
O -2.379 -1.975 -1.880
H -2.156 1.105 -3.730
H -2.389 2.461 -4.534
O -2.317 2.090 -3.648
H -1.296 0.378 3.644
H 0.107 0.827 4.057
O -0.799 1.188 3.925
H 1.410 -0.760 3.974
H 1.962 0.353 3.049
O 1.665 0.188 3.984
*
```

Atomic partial charges in e from the Mulliken method, atoms 1 to 4: atom 1 (C): -1.032, atom 2 (N): 0.444, atom 3 (C): 1.946, atom 4 (C): -1.198

---

[4]
DFT (ωB97M-V with the def2-TZVPD basis set) results for an isolated ion of composition C7H13O and charge -1 at a distorted geometry.

## Properties
energy above the lowest of the compared OMol25 structures with the same formula, charge and spin = 64.2 kcal per mole
E = -9513.631 eV
highest occupied orbital energy = -0.871 eV

Geometry as ORCA input:
```
! wB97M-V def2-TZVPD RIJCOSX def2/J DEFGRID3
* xyz -1 1
C -1.193 -0.787 2.254
O -1.314 -2.121 2.696
C -1.526 -0.757 0.731
C -0.320 -0.527 -0.154
C -0.006 0.920 -0.357
C 0.983 1.753 -2.484
C 1.269 0.989 -1.292
C 2.500 0.651 -0.901
H -2.157 -0.336 2.632
H -0.175 -0.560 2.654
H -2.077 -1.721 0.398
H -2.366 -0.017 0.516
H 0.488 -1.133 0.283
H -0.682 -0.976 -1.129
H 0.164 1.405 0.712
H -0.729 1.462 -0.972
H 1.776 1.479 -3.211
H 0.208 2.307 -2.719
H 3.368 0.495 -1.667
H -0.985 -2.697 2.004
H 2.774 0.170 0.005
*
```

Atomic partial charges in e from the Mulliken method, atoms 1 to 4: atom 1 (C): -0.244, atom 2 (O): -0.555, atom 3 (C): -0.881, atom 4 (C): -0.305

---

[5]
DFT (ωB97M-V with the def2-TZVPD basis set) results for a 9-piece molecular cluster, C43H85BrN2O33PS8 overall at a distorted geometry.

## Properties
energy above the lowest of the compared OMol25 structures with the same formula, charge and spin = 86.5 kcal per mole
E = -282511.452 eV
highest occupied orbital energy = -11.798 eV

Geometry as ORCA input:
```
! wB97M-V def2-TZVPD RIJCOSX def2/J DEFGRID3
* xyz 1 1
C 1.559 -3.208 1.984
C 2.342 -2.320 2.184
C 3.270 -1.077 2.094
C 4.362 -1.348 0.976
C 5.123 0.028 0.629
C 5.086 0.262 -0.922
C 6.495 0.759 -1.424
N 6.607 1.022 -2.867
C 5.368 0.700 -3.637
P 5.281 -1.069 -4.295
O 6.710 -1.787 -3.669
Br 3.650 -2.334 -3.394
C 4.091 1.340 -2.966
C 2.729 1.157 -3.739
C 2.958 1.505 -5.287
C 1.560 2.070 -3.125
C 0.194 1.961 -3.909
N 3.984 1.114 -1.459
C 3.727 2.366 -0.673
C 2.552 2.190 0.416
C 1.933 3.656 0.613
C 0.675 3.889 -0.336
C -0.452 4.701 0.450
C -1.866 4.597 -0.251
C -2.893 3.698 0.583
C -2.563 2.147 0.474
C -3.193 1.441 -0.823
C -3.891 0.055 -0.448
C -5.491 0.150 -0.479
C -6.137 -1.085 -1.262
C -7.522 -0.730 -1.950
C -8.384 -2.071 -1.978
H 1.014 -4.116 1.670
H 2.636 -0.197 1.778
H 3.755 -0.873 3.092
H 5.102 -2.069 1.440
H 3.962 -1.866 0.064
H 6.207 -0.175 0.895
H 4.816 0.874 1.292
H 4.943 -0.763 -1.387
H 6.761 1.670 -0.802
H 7.248 -0.044 -1.152
H 7.430 0.616 -3.309
H 5.519 1.325 -4.577
H 6.493 -2.290 -2.857
H 4.297 2.456 -3.052
H 2.301 0.119 -3.724
H 2.011 1.701 -5.844
H 3.701 2.350 -5.309
H 3.460 0.630 -5.797
H 1.371 1.607 -2.101
H 1.904 3.119 -2.913
H -0.063 3.006 -4.270
H -0.680 1.657 -3.262
H 0.218 1.321 -4.829
H 3.118 0.549 -1.358
H 4.634 2.665 -0.062
H 3.442 3.265 -1.270
H 1.787 1.449 0.047
H 2.943 1.901 1.425
H 2.725 4.439 0.391
H 1.589 3.842 1.665
H 0.291 2.924 -0.764
H 0.978 4.572 -1.187
H -0.189 5.791 0.573
H -0.513 4.260 1.495
H -1.825 4.254 -1.324
H -2.349 5.624 -0.278
H -3.940 3.879 0.185
H -2.912 3.991 1.668
H -3.026 1.631 1.368
H -1.447 1.954 0.518
H -2.326 1.192 -1.513
H -3.881 2.142 -1.373
H -3.604 -0.307 0.575
H -3.618 -0.722 -1.222
H -5.878 0.090 0.585
H -5.851 1.136 -0.901
H -6.313 -1.887 -0.489
H -5.429 -1.480 -2.042
H -7.340 -0.370 -3.001
H -8.076 0.048 -1.359
H -7.746 -2.909 -2.372
H -8.750 -2.265 -0.923
H -9.308 -1.955 -2.634
C -0.459 -2.788 -3.417
C -0.984 -1.935 -4.557
O -2.198 -2.569 -4.962
S -2.894 -3.253 -3.673
O -3.890 -2.364 -3.173
O -3.163 -4.614 -3.976
O -1.618 -3.185 -2.683
H 0.034 -3.690 -3.791
H 0.231 -2.241 -2.774
H -0.285 -1.876 -5.390
H -1.228 -0.924 -4.215
C -0.202 -6.869 -0.420
C -0.692 -6.825 -1.853
O -0.864 -5.431 -2.135
S 0.229 -4.583 -1.309
O 1.327 -4.298 -2.178
O -0.447 -3.571 -0.572
O 0.682 -5.748 -0.288
H -1.026 -6.735 0.283
H 0.322 -7.796 -0.192
H -1.627 -7.365 -1.991
H 0.060 -7.220 -2.542
C 0.804 1.550 3.543
C -0.011 0.419 4.143
O -0.496 0.933 5.383
S -0.741 2.524 5.236
O -2.120 2.745 4.963
O -0.051 3.186 6.287
O 0.088 2.740 3.860
H 1.793 1.613 4.007
H 0.915 1.450 2.464
H 0.581 -0.481 4.306
H -0.874 0.178 3.515
C 10.045 0.011 -2.167
C 11.032 0.639 -3.134
O 11.510 1.805 -2.462
S 11.537 1.527 -0.869
O 12.856 1.152 -0.499
O 10.822 2.570 -0.219
O 10.615 0.194 -0.873
H 9.085 0.530 -2.190
H 9.890 -1.049 -2.367
H 10.572 0.905 -4.085
H 11.883 -0.022 -3.316
C -5.334 -4.780 1.258
C -4.416 -4.163 0.219
O -3.261 -5.008 0.205
S -3.710 -6.524 0.533
O -3.850 -7.223 -0.700
O -2.907 -7.007 1.606
O -5.184 -6.194 1.097
H -5.019 -4.518 2.271
H -6.373 -4.488 1.115
H -4.140 -3.138 0.462
H -4.868 -4.191 -0.776
C -9.888 -1.924 -6.719
C -10.653 -3.060 -6.066
O -11.185 -2.500 -4.864
S -11.510 -0.934 -5.106
O -12.893 -0.808 -5.410
O -10.873 -0.180 -4.083
O -10.673 -0.755 -6.478
H -8.912 -1.782 -6.247
H -9.753 -2.078 -7.789
H -10.018 -3.916 -5.843
H -11.491 -3.382 -6.689
C 1.463 6.214 8.789
C 0.878 6.132 7.392
O 0.616 7.488 7.022
S 1.720 8.447 7.711
O 2.743 8.712 6.755
O 1.043 9.478 8.416
O 2.294 7.378 8.779
H 0.681 6.360 9.538
H 2.047 5.331 9.044
H -0.035 5.541 7.358
H 1.602 5.722 6.683
C 0.519 -1.392 9.889
C -0.188 -2.079 8.734
O -0.841 -1.024 8.024
S 0.045 0.324 8.141
O 0.834 0.444 6.963
O -0.791 1.371 8.613
O 1.005 -0.161 9.351
H -0.179 -1.159 10.697
H 1.341 -1.988 10.282
H -0.911 -2.820 9.070
H 0.528 -2.551 8.056
*
```

Atomic partial charges in e from the Mulliken method, atoms 1 to 4: atom 1 (C): 0.093, atom 2 (C): -0.959, atom 3 (C): 0.664, atom 4 (C): -0.683

---

[6]
DFT (ωB97M-V with the def2-TZVPD basis set) results for C14H21N2O5Ti as an isolated structure.

## Properties
E = -51176.658 eV
highest occupied orbital energy (alpha / beta) = -15.352 / -16.223 eV

Geometry as ORCA input:
```
! wB97M-V def2-TZVPD RIJCOSX def2/J DEFGRID3
* xyz 2 2
Ti 0.356 -0.759 0.120
O -0.449 -3.477 2.696
C 0.064 -2.683 1.994
O -0.623 -2.047 0.955
C 1.489 -2.142 2.089
C 1.455 -0.684 2.619
C 2.861 -0.122 2.715
C 3.425 0.069 1.308
C 2.821 -0.835 0.307
O 0.710 0.118 1.665
C 2.294 -2.183 0.705
C 1.572 -2.830 -0.521
O 1.509 -3.992 -0.726
O 0.976 -1.855 -1.279
H 2.020 -2.759 2.811
H 0.926 -0.650 3.571
H 3.471 -0.811 3.301
H 2.849 0.824 3.255
H 4.510 -0.119 1.287
H 3.331 1.104 0.968
H 3.130 -0.734 -0.729
H 3.157 -2.836 0.892
C -3.472 1.040 -1.053
C -2.385 0.219 -0.336
N -1.031 0.594 -0.855
C -1.009 0.418 -2.336
C -1.997 1.399 -2.995
N -2.783 2.068 -1.903
C -1.884 2.918 -1.053
C -0.752 2.019 -0.518
H -4.119 1.566 -0.354
H -4.087 0.430 -1.713
H -2.537 -0.847 -0.500
H -2.390 0.396 0.739
H -1.262 -0.619 -2.556
H 0.003 0.594 -2.697
H -2.704 0.893 -3.649
H -1.495 2.183 -3.559
H -3.492 2.667 -2.331
H -2.495 3.337 -0.256
H -1.507 3.729 -1.672
H -0.659 2.107 0.563
H 0.203 2.290 -0.968
*
```

Atomic partial charges in e from the Mulliken method, atoms 1 to 4: atom 1 (Ti): 0.600, atom 2 (O): -0.471, atom 3 (C): 0.011, atom 4 (O): -0.440